(1)
DFT (ωB97M-V/def2-TZVPD) results for a structure of composition C46H39AsHfN3O8P.

```
99
Properties=species:S:1:pos:R:3:mulliken_charge:R:1
Hf -0.215 1.771 1.160 3.257
As -0.850 0.541 -2.186 1.579
P 0.705 -0.984 1.612 2.480
O 0.251 5.863 0.328 -0.659
O 1.902 1.549 -0.016 -0.721
O -0.722 1.510 -0.802 -0.448
O -0.629 2.630 3.660 -0.611
O 0.529 3.707 0.899 -0.858
O -2.020 0.805 1.605 -0.727
O 1.908 1.829 2.158 -0.756
O -4.240 0.681 1.278 -0.675
N 4.413 1.886 -0.406 -0.085
N -0.271 1.301 3.495 0.571
N -1.918 3.256 1.096 0.261
C 1.217 -3.459 4.799 -1.072
C -0.478 -4.438 0.921 -0.015
C -3.386 1.843 -2.371 0.085
C -0.232 -3.586 -1.475 -0.348
C 0.506 1.042 -3.426 0.371
C -1.323 -1.573 -0.284 -0.563
C 1.173 2.435 -5.263 -0.882
C 1.788 0.504 -3.351 0.214
C 1.152 -2.878 3.541 -0.320
C 2.758 0.930 -4.245 -0.936
C -3.988 4.997 0.796 -0.514
C -5.085 1.270 -3.971 -0.588
C 2.491 1.836 1.056 1.595
C -3.217 1.303 1.380 0.184
C -0.282 -2.226 0.664 -0.081
C 2.460 -1.241 1.144 0.506
C 2.799 -1.459 -0.192 0.487
C -4.244 3.652 1.049 -0.735
C 2.450 1.896 -5.196 -0.585
C 0.341 -3.490 -0.037 -1.145
C -2.678 5.448 0.666 -0.769
C -1.377 -3.215 1.177 -0.521
C -1.193 -5.590 0.303 -1.180
C 0.387 -0.810 4.487 0.380
C -1.893 -5.291 -0.784 -1.288
C 3.948 2.244 0.972 -1.170
C 0.193 2.005 -4.380 -0.714
C -1.760 -3.872 -1.244 -0.229
C -3.164 2.805 1.194 0.570
C 5.143 -1.461 0.361 -1.117
C -2.570 0.865 -2.921 -0.004
C -0.112 -2.284 -2.207 -1.797
C -0.723 -1.259 -1.608 0.580
C 0.467 -1.401 5.750 -1.010
C -1.659 4.530 0.822 0.510
C -0.176 4.792 0.660 0.029
C 4.125 -1.584 -0.582 -1.005
C 0.722 -1.568 3.350 0.408
C -2.159 -2.883 -0.136 -0.739
C -0.018 0.601 4.514 -0.715
C -2.995 0.086 -3.995 -0.771
C -4.259 0.296 -4.520 -0.697
C 0.862 -2.717 5.912 -0.968
C -4.652 2.042 -2.902 -0.814
C 3.487 -1.113 2.079 -0.880
C 4.818 -1.217 1.690 -0.722
H 1.472 -3.455 2.684 0.828
H 4.870 0.968 -0.407 0.228
H -3.234 -2.753 -0.048 0.638
H 3.207 2.222 -5.897 0.428
H 0.937 3.182 -6.007 0.438
H -1.826 -0.743 0.202 0.524
H -4.810 5.691 0.686 0.491
H -5.247 3.256 1.129 0.626
H -2.489 -6.005 -1.337 0.513
H -5.301 2.797 -2.479 0.461
H 0.906 -3.151 6.901 0.435
H 0.098 -4.720 1.798 0.617
H -1.912 -3.093 2.115 0.491
H 0.395 -2.220 -3.164 0.595
H 6.177 -1.593 0.069 0.437
H -4.603 -0.300 -5.354 0.440
H -3.034 2.443 -1.542 0.191
H -2.438 6.478 0.444 0.594
H 2.026 -0.246 -2.608 0.108
H 0.230 -4.405 -2.021 0.713
H 4.024 3.319 1.120 0.403
H 3.253 -0.940 3.122 0.491
H 0.211 -0.814 6.623 0.439
H 1.552 -4.482 4.904 0.508
H -0.111 1.055 5.502 0.382
H -2.321 -3.675 -2.157 0.815
H 5.032 2.581 -0.818 0.444
H 4.544 1.723 1.715 0.385
H 2.014 -1.551 -0.931 -0.037
H 3.540 1.797 -0.965 0.155
H 5.600 -1.140 2.434 0.522
H -6.073 1.427 -4.381 0.413
H 4.365 -1.804 -1.615 0.517
H -1.158 -6.578 0.741 0.468
H -2.352 -0.678 -4.418 0.409
H 3.749 0.496 -4.216 0.525
H -0.809 2.414 -4.441 0.467
H -0.413 2.943 4.552 0.398
H 1.422 -3.600 -0.013 0.861
```

The gap between HOMO and LUMO (spin up / spin down) is 8.418 / 8.419 eV. Its net charge is +2. The total energy is -140611.3991 eV. The calculation puts the energy relative to the best compared isomer or geometry (same formula, charge and spin) at 0.00 kJ/mol. For the highest occupied orbital energy (spin up / spin down), the calculation gives -13.3741 / -13.3741 eV.

***

(2)
DFT (ωB97M-V/def2-TZVPD) results for a structure of composition C46H39ClCoN3P2 in a non-equilibrium geometry.

```
92
Properties=species:S:1:pos:R:3:mulliken_charge:R:1
Co 0.007 0.007 -0.039 0.054
Cl 0.318 -0.054 -2.323 -0.510
P -0.033 2.317 -0.188 2.123
P -0.060 -2.331 -0.097 1.911
N -0.264 0.457 2.000 -0.113
N -0.138 0.036 4.255 0.541
N -0.033 1.356 10.835 -0.449
C 3.736 2.972 -1.615 -0.790
C 1.031 -0.012 7.764 -0.843
C -0.971 3.174 2.281 -1.137
C -1.945 -4.464 -3.058 -0.774
C -3.355 -2.593 -2.459 -0.769
C 2.519 -2.511 -1.181 -0.353
C -0.038 0.174 5.675 0.603
C -3.124 -3.738 -3.227 -0.594
C 1.350 2.968 -1.184 0.530
C 2.950 -5.138 -0.331 -0.747
C 1.060 -0.275 6.396 -0.400
C 1.173 4.095 1.661 -0.811
C -1.205 0.903 7.545 -0.808
C 2.276 4.422 -2.885 -0.742
C -0.177 -3.722 3.774 -0.507
C 0.088 3.276 1.356 0.826
C -1.368 -4.420 3.837 -0.960
C -2.275 2.238 -1.861 -0.349
C 0.393 -1.009 3.662 -1.132
C -1.972 4.309 -0.648 -0.150
C -1.202 0.661 6.202 -0.474
C -3.417 2.761 -2.466 -0.762
C 1.220 4.790 2.875 -0.764
C 1.173 3.936 -2.180 -0.362
C -0.070 1.015 9.673 -0.167
C -0.339 0.950 3.240 -0.874
C -0.603 -3.188 1.431 0.667
C 3.557 3.944 -2.602 -0.607
C 0.359 -0.732 2.323 -2.006
C -1.226 -2.912 -1.349 0.315
C 3.716 -3.159 -1.487 -0.694
C 0.203 -3.136 2.565 -0.845
C 1.524 -3.175 -0.452 0.866
C -2.173 -4.520 2.700 -0.807
C 1.749 -4.493 -0.024 -0.290
C -1.793 -3.904 1.504 -0.644
C 2.636 2.477 -0.914 -0.393
C -1.540 3.008 -0.949 0.304
C -0.918 3.871 3.509 -0.349
C -3.118 4.831 -1.252 -0.753
C -0.082 0.618 8.326 0.582
C -2.407 -2.176 -1.526 -0.093
C -3.842 4.057 -2.162 -0.581
C 0.182 4.671 3.796 -0.676
C -0.994 -4.055 -2.120 -0.415
C 3.934 -4.471 -1.064 -0.626
H 2.342 -1.490 -1.518 0.250
H 3.206 -0.056 -3.823 -0.040
H -3.445 5.842 -1.008 0.427
H -2.098 1.350 7.949 0.476
H -0.200 1.908 3.547 1.286
H 4.734 2.589 -1.397 0.440
H 0.779 -1.738 4.375 0.380
H 2.590 -0.068 -4.262 0.033
H 2.130 5.173 -3.662 0.424
H 0.174 4.307 -2.407 0.388
H -2.421 -3.994 0.623 0.493
H 1.985 4.203 0.945 0.473
H 0.456 -3.613 4.658 0.568
H 1.946 -0.741 5.967 0.572
H -3.980 2.154 -3.175 0.450
H -4.739 4.464 -2.631 0.404
H 2.764 1.700 -0.160 0.301
H -1.757 -5.352 -3.663 0.441
H 0.834 -1.129 1.413 1.959
H 2.075 5.432 3.092 0.454
H -3.104 -5.084 2.740 0.470
H -1.665 -4.898 4.766 0.453
H -1.418 4.916 0.069 0.426
H 1.176 -2.585 2.538 0.847
H 4.415 4.323 -3.158 0.411
H 3.114 -6.161 0.008 0.426
H -1.935 1.231 -2.105 0.202
H 0.990 -5.016 0.557 0.470
H -0.071 -4.620 -1.997 0.401
H -2.563 -1.269 -0.940 0.232
H -1.811 2.507 2.082 0.524
H 1.892 -0.258 8.384 0.479
H -1.726 3.740 4.225 0.516
H -4.271 -2.018 -2.592 0.447
H -2.045 0.847 5.541 0.604
H 4.483 -2.635 -2.059 0.443
H -3.861 -4.058 -3.964 0.409
H 4.871 -4.975 -1.300 0.411
H 0.220 5.212 4.741 0.445
```

Its spin multiplicity is 5. The gap between HOMO and LUMO (spin up / spin down) is 7.047 / 3.897 eV. Its net charge is +2. Its expectation value of S² is 6.0283. The total energy is -121512.6759 eV. For the highest occupied orbital energy (spin up / spin down), the calculation gives -13.1324 / -13.5007 eV.